DFT (ωB97M-V with the def2-TZVPD basis set) results for H10N2Si4 as an isolated structure in a non-equilibrium geometry.

Last column: Löwdin charge in e.
Positions of all 16 atoms, in Å:
N 0.3701 0.2014 1.1024  -0.554
N -0.5844 -0.3371 -1.4422  -0.447
Si 0.0952 1.6307 0.3798  0.675
Si -0.3338 -1.2041 -0.0244  0.299
Si 0.8883 0.0825 2.7552  0.448
Si -0.7510 -0.3501 -3.1091  0.337
H -1.1708 2.3165 0.6753  -0.057
H 1.0833 2.6705 0.1947  -0.065
H 0.6632 -2.4015 0.0507  -0.050
H -1.4800 -1.9738 0.4402  -0.078
H 1.2709 -1.3283 2.8377  -0.077
H -0.1247 0.5961 3.8664  -0.056
H 2.1399 0.9117 3.0089  -0.074
H -0.4938 -1.5903 -3.7975  -0.111
H 0.4728 0.3566 -3.4498  -0.112
H -2.0451 0.4191 -3.4883  -0.079

Results
**E**: -34651.5235 eV
**Multiplicity**: 1
**Energy relative to the best compared isomer or geometry (same formula, charge and spin)**: 53.8 kcal/mol
**E_HOMO**: -0.3139 Ha
**Largest force on an atom**: 0.062 hartree/bohr
**HOMO-LUMO gap**: 7.1 eV